Density functional theory data (the ωB97M-V functional and the def2-TZVPD basis) for a 2-piece molecular cluster, C7H10F2N5O6S2 overall in a non-equilibrium geometry.

Output
Strongest force on any atom ... 7.02 eV Å⁻¹
Calculated total energy ... -1993.7502 Eh
HOMO level ... -0.079 Ha
Orbital gap ... 2.04 eV

```
! wB97M-V def2-TZVPD RIJCOSX def2/J DEFGRID3
* xyz -1 1
N 1.041 -1.946 -0.105
C 1.935 -0.915 -0.696
N 3.363 -1.248 -0.775
C 4.142 -0.741 0.395
C 5.634 -1.365 0.246
O 6.613 -1.002 0.908
F 5.872 -2.383 -0.753
N 1.409 0.250 -1.123
F 2.318 1.141 -1.617
C -0.050 0.545 -1.069
C -0.571 1.108 0.343
S -1.765 0.011 1.234
C -2.832 -0.929 0.081
N -2.545 -1.949 -0.880
N -3.607 -2.474 -1.557
C -4.717 -1.725 -0.987
O -4.252 -0.811 -0.022
H 0.535 -1.472 0.671
H 1.636 -2.648 0.385
H 3.386 -2.290 -0.772
H 3.693 -0.982 1.418
H 4.306 0.402 0.360
H -0.598 -0.378 -1.462
H -0.236 1.380 -1.850
H -0.992 2.186 0.212
H 0.347 1.218 1.041
H -5.777 -1.951 -1.330
O -3.484 4.771 2.638
S -3.661 3.797 1.543
O -4.523 4.379 0.494
O -4.288 2.564 2.071
O -2.331 3.458 0.960
*
```

Here are the natural (NBO) charges for atoms 1 to 5, given in e: N -0.77; C 0.62; N -0.62; C -0.33; C 0.85

---

Density functional theory data (the ωB97M-V functional and the def2-TZVPD basis) for a 2-piece molecular cluster, C24H26N2O5S2 overall in a non-equilibrium geometry.

Output
Energy relative to the best compared isomer or geometry (same formula, charge and spin) ... 461.0 kcal per mole
Strongest force on any atom ... 17.88 eV Å⁻¹
Calculated total energy ... -2211.5148 Eh
HOMO level ... -0.299 Ha
Orbital gap ... 6.88 eV

```
! wB97M-V def2-TZVPD RIJCOSX def2/J DEFGRID3
* xyz 0 1
C -0.049 -2.092 5.293
H 0.767 -1.552 5.564
O -0.535 -2.141 4.037
C -0.900 -0.828 3.375
C -1.255 -0.848 1.973
C -1.341 0.318 1.137
C -1.436 1.643 1.773
C -1.461 1.458 3.159
C -1.085 0.344 3.906
O -0.919 0.464 5.375
C -0.220 1.433 5.886
H 0.453 1.885 5.270
H -1.296 2.435 6.160
H 0.100 1.165 6.945
O -1.693 2.650 3.854
C -1.806 3.970 3.097
H -2.031 4.811 3.954
H -2.807 3.852 2.596
H -1.107 3.983 2.517
H -1.653 2.329 1.228
C -1.523 0.017 -0.303
C -1.432 0.996 -1.334
C -1.479 0.509 -2.642
O -1.314 -0.500 -3.099
N -1.809 1.405 -3.509
C -1.790 2.851 -2.782
S -2.016 4.466 -3.608
S -1.741 2.552 -1.104
C -1.351 1.623 -4.929
C 0.102 1.837 -5.107
C 0.924 0.935 -4.114
O 0.914 1.463 -3.023
N 1.526 -0.119 -4.479
H 1.154 -0.390 -5.407
C 2.171 -0.871 -3.596
H 2.630 -0.442 -2.722
H 2.964 -1.415 -4.049
C 1.569 -1.966 -3.021
C 1.820 -2.565 -1.708
C 1.789 -1.723 -0.717
C 2.120 -1.948 0.774
C 2.818 -3.252 0.743
C 2.733 -4.127 -0.303
C 2.283 -3.656 -1.509
H 2.430 -4.541 -2.438
H 3.105 -5.157 0.090
H 2.850 -3.555 1.951
H 1.851 -1.291 1.657
H 1.170 -0.841 -0.742
H 0.385 -1.737 -3.109
H 1.341 -2.995 -3.737
H 0.283 1.378 -6.151
H 0.205 2.707 -4.896
H -1.664 0.602 -5.034
H -1.989 2.323 -5.289
H -1.117 -0.940 -0.560
H -0.979 -1.856 1.457
H -0.846 -1.799 5.867
H 0.188 -3.258 5.384
*
```

Here are the natural (NBO) charges for atoms 1 to 5, given in e: C -0.22; H 0.17; O -0.49; C 0.26; C -0.24

---

Density functional theory data (the ωB97M-V functional and the def2-TZVPD basis) for a 11-piece molecular cluster, F6H20O10P overall in a non-equilibrium geometry.

Output
Energy relative to the best compared isomer or geometry (same formula, charge and spin) ... 31.1 kcal per mole
Strongest force on any atom ... 2.72 eV Å⁻¹
Calculated total energy ... -1705.2702 Eh
HOMO level ... -0.285 Ha
Orbital gap ... 10.47 eV

```
! wB97M-V def2-TZVPD RIJCOSX def2/J DEFGRID3
* xyz -1 1
P -0.025 -0.638 0.039
F 0.951 -1.953 -0.263
F -1.263 -1.030 -1.048
F -0.782 -1.531 1.221
F -0.986 0.649 0.480
F 1.050 -0.069 1.156
F 0.535 0.286 -1.182
O -0.354 -1.061 -3.667
H -0.262 -1.283 -2.741
H -1.251 -0.736 -3.748
O 3.217 -1.162 -1.635
H 3.000 -0.255 -1.851
H 2.439 -1.494 -1.187
O -1.564 1.629 3.472
H -2.148 0.938 3.157
H -0.842 1.160 3.891
O -3.980 -3.521 1.785
H -4.519 -2.996 2.377
H -3.094 -3.176 1.896
O 3.001 1.144 -2.944
H 3.602 1.389 -2.240
H 2.229 1.692 -2.802
O 1.307 3.071 -2.189
H 1.268 3.182 -1.239
H 1.263 3.961 -2.537
O -3.094 -0.845 2.622
H -3.765 -0.439 2.073
H -2.286 -0.760 2.115
O -1.561 2.277 -1.389
H -0.627 2.233 -1.595
H -1.656 1.752 -0.594
O 1.395 2.586 1.255
H 1.323 1.724 0.846
H 0.990 2.477 2.116
O 2.011 -3.257 1.754
H 2.843 -3.428 1.313
H 1.635 -2.515 1.280
*
```

Here are the natural (NBO) charges for atoms 1 to 5, given in e: P 2.58; F -0.57; F -0.59; F -0.59; F -0.61

---

Density functional theory data (the ωB97M-V functional and the def2-TZVPD basis) for C18H55CaN9O4P3 as an isolated structure in a non-equilibrium geometry.

Output
Energy relative to the best compared isomer or geometry (same formula, charge and spin) ... 33.5 kcal per mole
Strongest force on any atom ... 1.97 eV Å⁻¹
Calculated total energy ... -3214.2821 Eh
HOMO level ... -0.376 Ha
Orbital gap ... 6.16 eV

```
! wB97M-V def2-TZVPD RIJCOSX def2/J DEFGRID3
* xyz 1 1
Ca -3.504 -0.010 -0.742
O -1.418 0.243 -0.930
H -0.459 0.133 -0.987
O -1.056 -1.874 5.721
P -0.617 -1.472 4.376
N -1.939 -1.395 3.354
C -1.880 -0.918 2.009
C -3.265 -1.514 3.936
N 0.464 -2.525 3.678
C 1.095 -3.474 4.602
C 1.308 -2.131 2.564
N 0.060 0.037 4.242
C -0.816 1.208 4.257
C 1.357 0.239 4.884
H -0.884 -0.815 1.594
H -2.383 0.070 1.973
H -2.402 -1.645 1.351
H -4.007 -1.197 3.193
H -3.388 -0.884 4.817
H -3.530 -2.543 4.189
H 0.340 -3.930 5.234
H 1.575 -4.256 4.011
H 1.858 -3.017 5.242
H 0.977 -2.552 1.607
H 1.303 -1.044 2.428
H 2.349 -2.410 2.726
H -1.725 1.023 4.838
H -0.311 2.032 4.761
H -1.065 1.548 3.249
H 1.994 0.842 4.234
H 1.906 -0.703 4.950
H 1.323 0.645 5.896
O -4.293 -0.090 -2.924
P -3.863 0.107 -4.352
N -4.428 -1.135 -5.243
C -5.744 -1.653 -4.895
C -3.804 -1.684 -6.432
N -2.258 0.072 -4.615
C -1.520 -1.161 -4.373
C -1.452 1.249 -4.292
N -4.448 1.501 -4.962
C -5.369 2.314 -4.171
C -3.921 2.122 -6.178
H -5.731 -2.121 -3.909
H -6.063 -2.356 -5.658
H -6.497 -0.856 -4.877
H -3.430 -2.701 -6.259
H -2.941 -1.093 -6.724
H -4.510 -1.731 -7.262
H -2.129 -2.033 -4.582
H -0.614 -1.176 -4.979
H -1.212 -1.198 -3.320
H -2.021 2.165 -4.401
H -1.125 1.211 -3.244
H -0.557 1.317 -4.911
H -6.032 2.853 -4.845
H -6.010 1.689 -3.551
H -4.832 3.012 -3.522
H -3.656 1.347 -6.895
H -3.042 2.741 -5.999
H -4.691 2.755 -6.613
O 3.919 2.184 2.993
P 4.114 1.303 1.834
N 4.660 -0.204 2.277
C 5.404 -1.084 1.388
C 4.664 -0.600 3.672
N 5.174 1.812 0.672
C 6.590 1.879 1.034
C 4.741 2.939 -0.137
N 2.694 0.999 1.010
C 1.491 1.710 1.446
C 2.626 0.355 -0.285
H 5.312 -0.745 0.360
H 5.018 -2.103 1.484
H 6.465 -1.113 1.660
H 3.716 -1.095 3.906
H 4.743 0.290 4.296
H 5.461 -1.299 3.925
H 7.166 2.277 0.198
H 6.771 2.560 1.874
H 6.971 0.891 1.273
H 4.851 3.887 0.408
H 5.330 3.020 -1.051
H 3.690 2.849 -0.407
H 1.125 2.452 0.734
H 0.712 0.964 1.658
H 1.666 2.149 2.425
H 1.594 0.301 -0.621
H 3.060 -0.648 -0.240
H 3.203 0.887 -1.052
*
```

Here are the Löwdin charges for atoms 1 to 5, given in e: Ca 1.53; O -0.58; H -0.07; O -0.26; P 0.50